Computed, not measured: C26H44Cl6O33S6 as an isolated structure in a non-equilibrium geometry, with the ωB97M-V functional and the def2-TZVPD basis.

Geometry as ORCA input:
```
! RIJCOSX wB97M-V def2-TZVPD def2/J DEFGRID3
* xyz 0 1
C -5.567 -3.076 2.330
Cl -4.410 -1.781 2.876
Cl -4.597 -4.377 1.568
Cl -6.432 -2.177 1.093
H -6.292 -3.395 3.079
C -1.351 -3.230 -4.243
Cl -1.407 -4.929 -4.694
Cl -2.493 -2.863 -2.880
Cl -1.724 -2.217 -5.619
H -0.340 -2.904 -4.000
C -3.731 1.580 -1.097
C -3.965 1.973 0.358
C -2.942 2.760 1.010
O -3.593 3.942 1.316
C -4.952 3.893 0.918
O -5.817 4.772 1.078
O -5.053 2.799 0.204
H -4.669 1.325 -1.590
H -3.116 0.687 -1.206
H -3.241 2.306 -1.746
H -4.237 1.136 1.001
H -2.149 2.849 0.268
H -2.650 2.184 1.888
C 5.520 0.679 -6.412
C 4.482 0.042 -5.518
C 4.889 -0.330 -4.089
O 3.884 0.335 -3.386
C 2.916 0.799 -4.074
O 1.884 1.394 -3.620
O 3.293 0.759 -5.384
H 5.089 0.929 -7.382
H 6.319 -0.046 -6.567
H 5.942 1.639 -6.114
H 4.105 -0.811 -6.083
H 5.893 0.043 -3.885
H 4.977 -1.407 -3.948
C 3.893 2.439 -0.031
C 3.848 3.655 -1.032
C 2.475 4.141 -1.548
O 2.640 5.544 -1.438
C 3.646 5.811 -0.661
O 4.037 6.985 -0.392
O 4.229 4.701 -0.207
H 4.876 2.326 0.426
H 3.537 1.531 -0.517
H 3.157 2.614 0.754
H 4.444 3.551 -1.939
H 1.651 3.759 -0.946
H 2.400 3.682 -2.534
C 3.253 0.480 3.893
C 2.704 -0.371 5.047
O 2.926 -1.722 4.627
S 4.394 -1.826 3.870
O 4.452 -2.855 2.839
O 5.460 -1.726 4.836
O 4.067 -0.366 3.135
H 3.929 1.140 4.436
H 2.493 0.991 3.301
H 1.714 -0.025 5.342
H 3.353 -0.194 5.905
C -1.028 -2.111 4.221
C -0.606 -3.359 3.395
O -0.326 -4.377 4.258
S -0.256 -3.874 5.874
O 1.056 -4.200 6.460
O -1.435 -4.276 6.601
O -0.456 -2.288 5.482
H -2.103 -1.970 4.336
H -0.494 -1.247 3.827
H 0.358 -3.254 2.896
H -1.363 -3.592 2.647
C -0.150 -4.253 -0.487
C -0.534 -5.662 -0.870
O 0.562 -6.464 -0.590
S 1.679 -5.634 0.345
O 3.036 -6.026 -0.077
O 1.359 -5.761 1.772
O 1.223 -4.192 -0.217
H -0.868 -3.923 0.264
H -0.292 -3.554 -1.311
H -0.463 -5.635 -1.958
H -1.501 -6.069 -0.573
C -2.900 2.543 6.098
C -2.557 2.354 4.542
O -3.361 1.273 4.049
S -4.820 1.162 4.912
O -5.049 -0.236 5.408
O -5.911 1.726 4.133
O -4.314 2.277 6.051
H -2.631 3.523 6.494
H -2.595 1.719 6.743
H -1.539 2.132 4.223
H -3.057 3.182 4.039
C -2.563 2.497 -6.550
C -1.732 3.294 -5.590
O -0.457 2.603 -5.477
S -0.610 0.976 -5.719
O -0.749 0.249 -4.449
O 0.269 0.401 -6.706
O -2.093 1.142 -6.464
H -2.346 2.802 -7.574
H -3.587 2.647 -6.207
H -2.258 3.280 -4.635
H -1.468 4.317 -5.858
C 1.094 -0.638 -0.523
C -0.273 -0.152 -1.118
O -0.815 0.590 -0.013
S -0.551 -0.172 1.428
O -1.744 -0.999 1.778
O 0.060 0.724 2.423
O 0.643 -1.112 0.687
H 1.902 0.090 -0.458
H 1.494 -1.418 -1.172
H -0.857 -1.031 -1.388
H -0.065 0.428 -2.018
*
```

Calculated values
Kohn-Sham gap = 10.210 eV
calculated total energy = -8649.9547 a.u.
HOMO = -10.7 eV
molecular weight = 1289.7 g/mol

=====

Computed, not measured: C4H3BaLi2O2 as an isolated structure in a non-equilibrium geometry, with the ωB97M-V functional and the def2-TZVPD basis.

Geometry as ORCA input:
```
! RIJCOSX wB97M-V def2-TZVPD def2/J DEFGRID3
* xyz 2 2
C 1.802 0.435 0.282
O 2.356 -0.514 -0.229
Li 4.160 -1.159 0.004
Ba -2.330 -0.357 -0.034
C 0.140 1.154 2.378
C -0.439 1.020 1.181
C 0.443 0.954 -0.099
O -0.172 0.121 -1.041
Li 0.908 -1.105 -1.834
H 1.209 0.442 2.297
H 0.585 1.987 -0.467
H 0.444 2.139 2.757
*
```

Calculated values
Kohn-Sham gap (alpha / beta) = 5.896 / 6.171 eV
calculated total energy = -344.5822 a.u.
HOMO (alpha / beta) = -13.1 / -13.4 eV
molecular weight = 234.3 g/mol

=====

Computed, not measured: C12H24O3Si as an isolated structure in a non-equilibrium geometry, with the ωB97M-V functional and the def2-TZVPD basis.

Geometry as ORCA input:
```
! RIJCOSX wB97M-V def2-TZVPD def2/J DEFGRID3
* xyz 0 1
O 0.198 -1.951 0.781
O 2.364 -2.317 2.603
O 1.543 0.219 1.756
C -2.219 -0.715 -2.148
C -2.415 0.235 -1.250
Si 1.408 -1.422 1.634
C -1.693 -0.388 -3.473
C -2.520 -2.118 -1.804
C 4.456 -2.557 1.323
C 0.677 2.171 -0.451
C 3.738 -2.090 2.682
C 0.422 0.744 2.399
C -2.144 1.705 -1.543
C -0.685 1.078 1.358
C -1.749 2.563 -0.254
C -0.473 2.332 0.501
H -2.905 0.003 -0.321
H -1.608 -1.275 -4.088
H -2.416 0.217 -4.023
H -0.802 0.159 -3.323
H -2.546 -2.769 -2.741
H -1.697 -2.581 -1.177
H -3.486 -2.225 -1.353
H 5.506 -2.203 1.385
H 4.506 -3.669 1.260
H 4.078 -1.980 0.455
H 1.616 2.227 0.081
H 0.603 1.257 -1.105
H 0.836 3.054 -1.051
H 4.180 -2.651 3.515
H 3.923 -0.967 2.904
H 0.763 1.584 3.029
H 0.050 -0.002 3.143
H -3.052 2.073 -2.005
H -1.367 1.728 -2.301
H -1.671 1.167 1.907
H -0.792 0.188 0.655
H -1.883 3.616 -0.613
H -2.535 2.368 0.482
H -0.207 3.190 1.170
*
```

Calculated values
Kohn-Sham gap = 8.437 eV
calculated total energy = -986.8576 a.u.
HOMO = -8.2 eV
molecular weight = 244.4 g/mol

=====

Computed, not measured: one molecule with the formula C8H14N3PS in a non-equilibrium geometry, with the ωB97M-V functional and the def2-TZVPD basis.

Geometry as ORCA input:
```
! RIJCOSX wB97M-V def2-TZVPD def2/J DEFGRID3
* xyz 0 1
C 3.936 -1.359 0.873
C 4.504 -0.085 0.843
C 2.652 -1.214 0.557
C 3.555 0.814 0.660
C -1.369 -0.799 0.338
C -2.519 0.223 0.429
C -0.243 -0.326 -1.705
C -4.454 -0.004 1.499
N 2.401 0.122 0.388
N -0.134 -0.354 -0.292
N -3.836 -0.272 0.441
P 0.810 0.807 0.546
S 0.958 2.527 -0.783
H 4.383 -2.367 0.805
H 5.522 0.246 1.111
H 1.826 -1.808 0.301
H 3.670 1.884 0.732
H -1.182 -1.199 1.335
H -1.826 -1.594 -0.240
H -2.220 0.937 1.238
H -2.553 0.954 -0.409
H -0.731 -1.172 -2.066
H -0.780 0.498 -2.001
H 0.724 -0.289 -2.229
H -3.855 0.564 2.156
H -5.574 -0.234 1.739
H 1.650 3.100 0.238
*
```

Calculated values
Kohn-Sham gap = 9.173 eV
calculated total energy = -1216.9740 a.u.
SMILES = C=NCCN(C)P(S)n1cccc1
HOMO = -8.5 eV
molecular weight = 215.3 g/mol

=====

Computed, not measured: C6H6Cl3N4S3SiSn as an isolated structure in a non-equilibrium geometry, with the ωB97M-V functional and the def2-TZVPD basis.

Geometry as ORCA input:
```
! RIJCOSX wB97M-V def2-TZVPD def2/J DEFGRID3
* xyz 1 1
Sn -1.594 0.106 0.918
S -1.847 2.116 -0.475
C -0.278 2.827 -0.129
C -0.190 4.214 -0.445
N -0.147 5.335 -0.695
C 0.790 2.183 0.392
S 0.837 0.487 0.859
C 2.021 2.862 0.615
N 3.035 3.367 0.811
Cl -1.353 -0.208 4.600
Si -2.888 -0.374 3.355
Cl -4.202 1.111 3.381
Cl -3.663 -2.192 3.218
C 2.189 -2.485 -1.252
N 0.794 -2.513 -0.832
C -0.168 -1.799 -1.369
N 0.047 -1.029 -2.420
S -1.771 -1.870 -0.673
H 2.767 -3.114 -0.583
H 2.577 -1.467 -1.194
H 2.302 -2.869 -2.268
H 0.539 -3.097 -0.052
H 0.936 -1.014 -2.898
H -0.735 -0.577 -2.865
*
```

Calculated values
Kohn-Sham gap = 7.203 eV
calculated total energy = -3530.1397 a.u.
HOMO = -11.8 eV
molecular weight = 483.5 g/mol

=====

Computed, not measured: one molecule with the formula C4H6O2, with the ωB97M-V functional and the def2-TZVPD basis.

Geometry as ORCA input:
```
! RIJCOSX wB97M-V def2-TZVPD def2/J DEFGRID3
* xyz 0 1
O 0.784 0.395 -1.334
C 0.605 0.589 0.021
C -0.855 0.353 0.246
C -0.990 -0.906 -0.621
O 0.195 -0.934 -1.448
C 1.624 0.629 0.864
H -1.455 1.167 -0.173
H -1.117 0.193 1.293
H -1.002 -1.808 -0.001
H -1.873 -0.914 -1.262
H 2.638 0.583 0.480
H 1.446 0.653 1.934
*
```

Calculated values
Kohn-Sham gap = 10.619 eV
calculated total energy = -306.3562 a.u.
SMILES = C=C1CCOO1
HOMO = -9.7 eV
molecular weight = 86.1 g/mol

=====

Computed, not measured: a 12-piece molecular cluster, C33H32Cl44IN3O overall in a non-equilibrium geometry, with the ωB97M-V functional and the def2-TZVPD basis.

Geometry as ORCA input:
```
! RIJCOSX wB97M-V def2-TZVPD def2/J DEFGRID3
* xyz 0 1
C 6.041 0.363 0.395
C 6.758 -0.780 -0.510
C 6.364 -0.690 -2.068
C 4.816 -1.137 -2.362
C 3.889 0.157 -2.729
C 3.054 0.651 -1.430
C 1.456 0.646 -1.655
C 0.580 1.940 -1.533
C 1.355 3.274 -1.122
C 1.604 3.027 0.569
C 1.794 4.455 1.446
O 0.488 3.515 1.469
C -0.989 1.899 -1.790
N -1.729 3.156 -1.650
C -3.160 2.955 -1.290
C -3.411 2.177 0.095
C -1.603 0.533 -2.178
C -0.775 -0.822 -2.290
N -1.529 -1.998 -2.643
C -0.630 -3.108 -2.653
C -1.287 -4.555 -2.997
C -1.468 -5.384 -1.598
C -2.967 -5.188 -0.974
I -3.206 -3.326 0.127
C 0.899 -3.092 -2.374
N 1.604 -1.889 -2.074
C 0.748 -0.732 -2.013
H 5.462 1.100 -0.261
H 6.853 0.969 0.950
H 5.380 -0.129 1.208
H 6.553 -1.812 -0.051
H 7.898 -0.607 -0.390
H 6.586 0.368 -2.473
H 7.088 -1.404 -2.625
H 4.462 -1.657 -1.391
H 4.883 -1.886 -3.232
H 3.153 -0.178 -3.556
H 4.594 0.951 -3.160
H 3.292 -0.067 -0.569
H 3.470 1.674 -1.141
H 2.396 3.381 -1.577
H 0.724 4.223 -1.136
H 2.265 2.079 0.904
H 1.188 5.366 1.120
H 2.104 4.351 2.555
H -1.297 3.797 -0.969
H -3.791 2.442 -2.097
H -3.617 4.016 -1.172
H -4.423 2.531 0.542
H -2.626 2.383 0.905
H -3.561 1.047 -0.108
H -2.749 0.500 -2.404
H -2.278 -4.440 -3.567
H -0.527 -5.155 -3.620
H -0.652 -5.093 -0.830
H -1.355 -6.527 -1.764
H -3.678 -5.280 -1.878
H -3.185 -6.098 -0.295
H 1.487 -4.071 -2.435
C 6.971 0.226 4.527
Cl 8.321 1.374 4.392
Cl 6.723 -0.201 6.235
Cl 5.494 0.973 3.885
Cl 7.347 -1.241 3.597
C 8.434 3.695 8.111
Cl 8.929 3.392 9.790
Cl 9.874 3.755 7.071
Cl 7.364 2.387 7.564
Cl 7.574 5.248 8.019
C -5.963 -7.732 1.665
Cl -5.310 -6.154 1.175
Cl -7.677 -7.552 2.097
Cl -5.806 -8.882 0.320
Cl -5.058 -8.336 3.070
C 1.212 8.821 -0.261
Cl 1.703 8.497 1.416
Cl 2.653 8.873 -1.299
Cl 0.125 7.528 -0.819
Cl 0.367 10.383 -0.338
C 5.055 8.137 4.267
Cl 3.338 7.675 4.287
Cl 5.925 7.251 5.538
Cl 5.755 7.743 2.683
Cl 5.199 9.884 4.561
C -2.841 -11.219 -0.825
Cl -2.850 -9.502 -0.366
Cl -2.098 -12.176 0.475
Cl -4.510 -11.771 -1.087
Cl -1.907 -11.427 -2.322
C -5.768 -0.705 -1.989
Cl -4.060 -0.961 -2.410
Cl -5.900 -0.245 -0.277
Cl -6.441 0.592 -3.004
Cl -6.676 -2.207 -2.267
C -9.594 -4.054 3.385
Cl -10.365 -5.651 3.273
Cl -10.847 -2.798 3.495
Cl -8.564 -3.993 4.830
Cl -8.600 -3.773 1.939
C -4.431 -3.538 5.827
Cl -3.430 -2.269 5.090
Cl -5.063 -4.607 4.555
Cl -3.446 -4.487 6.961
Cl -5.786 -2.789 6.702
C -0.228 10.990 -4.217
Cl -0.294 9.688 -3.010
Cl -1.829 11.747 -4.360
Cl 0.961 12.209 -3.708
Cl 0.252 10.316 -5.791
C -5.755 -3.209 -6.400
Cl -4.010 -3.419 -6.657
Cl -6.403 -4.625 -5.543
Cl -6.039 -1.749 -5.429
Cl -6.570 -3.044 -7.971
*
```

Calculated values
Kohn-Sham gap = 7.204 eV
calculated total energy = -22061.7106 a.u.
SMILES = CCCCCCc1c(C[C@H]2CO2)c(NCC)cc2nc(CCCI)cnc12.ClC(Cl)(Cl)Cl.ClC(Cl)(Cl)Cl.ClC(Cl)(Cl)Cl.ClC(Cl)(Cl)Cl.ClC(Cl)(Cl)Cl.ClC(Cl)(Cl)Cl.ClC(Cl)(Cl)Cl.ClC(Cl)(Cl)Cl.ClC(Cl)(Cl)Cl.ClC(Cl)(Cl)Cl.ClC(Cl)(Cl)Cl
HOMO = -7.8 eV
molecular weight = 2173.5 g/mol

=====

Computed, not measured: a 2-piece molecular cluster, C5H8O overall, with the ωB97M-V functional and the def2-TZVPD basis.

Geometry as ORCA input:
```
! RIJCOSX wB97M-V def2-TZVPD def2/J DEFGRID3
* xyz 0 1
C -0.788 -1.446 0.803
C 0.226 -0.978 -0.206
C -1.023 1.258 -0.740
O -0.306 2.206 -0.962
C 1.220 -0.154 0.032
C 1.974 0.904 0.112
H -0.762 -0.841 1.715
H -0.593 -2.488 1.071
H -1.804 -1.401 0.388
H 0.154 -1.404 -1.206
H -1.372 0.587 -1.547
H -1.440 1.050 0.264
H 1.436 1.807 -0.187
H 3.015 0.970 0.407
*
```

Calculated values
Kohn-Sham gap = 10.569 eV
calculated total energy = -270.4487 a.u.
SMILES = C=C=CC.C=O
HOMO = -9.7 eV
molecular weight = 84.1 g/mol

=====

Computed, not measured: C27H44BHgN7O3S as an isolated structure in a non-equilibrium geometry, with the ωB97M-V functional and the def2-TZVPD basis.

Geometry as ORCA input:
```
! RIJCOSX wB97M-V def2-TZVPD def2/J DEFGRID3
* xyz 2 1
C 5.227 3.465 0.966
C 5.507 4.086 -0.508
C 5.825 2.888 -1.578
C 4.475 2.004 -1.634
C 3.175 2.754 -2.010
C 1.849 1.957 -2.048
C 1.728 0.400 -1.735
C 3.079 -0.323 -1.357
C 4.439 0.445 -1.285
C 5.831 -0.207 -0.866
C 5.910 -1.804 -1.018
N 5.262 -2.541 0.131
N 5.381 -2.293 -2.335
N 7.382 -2.149 -1.026
N 0.429 -0.268 -1.810
C -0.609 0.366 -1.003
C -1.504 -0.413 0.044
C -1.335 -2.009 0.280
C -2.749 -2.808 0.090
C -2.364 -4.350 -0.284
C -3.607 -5.355 -0.171
C -4.365 -5.506 -1.609
N -4.331 -4.213 -2.387
C -2.572 0.406 0.861
C -3.502 -0.273 1.987
C -2.657 -0.823 3.251
C -2.000 0.376 4.120
N -1.280 -0.062 5.350
O -2.090 1.574 3.765
C -2.815 1.977 0.634
O -3.763 2.770 1.364
C -5.027 2.723 0.593
C -6.223 2.369 1.610
C -1.959 2.731 -0.415
B -2.174 4.331 -0.651
N -2.804 4.903 -1.890
O -1.775 5.254 0.396
C -0.891 1.926 -1.194
S 0.216 2.764 -2.433
H 4.207 3.750 1.395
H 5.303 2.319 0.992
H 6.019 3.874 1.705
H 6.460 4.721 -0.466
H 4.649 4.760 -0.856
H 6.011 3.348 -2.612
H 6.717 2.324 -1.149
H 3.161 3.882 -2.236
H 3.053 -1.445 -1.090
H 6.704 0.250 -1.467
H 5.980 0.026 0.261
H 5.995 -2.807 0.809
H 4.626 -1.900 0.653
H 6.010 -3.015 -2.714
H 4.453 -2.686 -2.100
H 7.480 -3.183 -1.097
H 7.821 -1.890 -0.128
H 0.609 -1.247 -1.537
H -0.844 -2.244 1.299
H -0.629 -2.486 -0.504
H -3.423 -2.322 -0.693
H -3.248 -2.884 1.132
H -1.490 -4.624 0.424
H -1.945 -4.314 -1.347
H -4.390 -5.072 0.608
H -3.204 -6.417 0.058
H -5.485 -5.721 -1.423
H -3.879 -6.373 -2.205
H -3.433 -4.176 -2.895
H -5.112 -4.169 -3.053
H -4.234 0.504 2.435
H -4.203 -1.104 1.515
H -3.324 -1.415 3.982
H -1.795 -1.517 2.968
H -1.254 -1.105 5.332
H -1.835 0.162 6.192
H -5.172 3.724 0.039
H -4.930 1.857 -0.161
H -6.212 1.215 1.726
H -6.113 2.882 2.629
H -7.207 2.647 1.074
H -3.319 4.138 -2.361
H -3.480 5.631 -1.577
H -2.624 5.561 0.812
Hg -5.955 -0.519 1.505
*
```

Calculated values
Kohn-Sham gap = 2.678 eV
calculated total energy = -2239.6479 a.u.
HOMO = -12.6 eV
molecular weight = 758.2 g/mol

=====

Computed, not measured: a 2-piece molecular cluster, Cl3H3Si3 overall in a non-equilibrium geometry, with the ωB97M-V functional and the def2-TZVPD basis.

Geometry as ORCA input:
```
! RIJCOSX wB97M-V def2-TZVPD def2/J DEFGRID3
* xyz 0 1
Si -4.217 0.860 0.365
Si 0.208 -0.917 0.351
Si 2.302 -0.317 -0.566
Cl -2.958 -0.662 0.992
Cl 3.714 -0.908 0.924
Cl 1.863 1.785 -0.332
H -3.494 2.172 0.775
H -0.684 -1.598 -0.838
H 3.265 -0.415 -1.671
*
```

Calculated values
Kohn-Sham gap = 7.098 eV
calculated total energy = -2250.8286 a.u.
HOMO = -8.8 eV
molecular weight = 193.6 g/mol

=====

Computed, not measured: one molecule with the formula C3H5N3OS in a non-equilibrium geometry, with the ωB97M-V functional and the def2-TZVPD basis.

Geometry as ORCA input:
```
! RIJCOSX wB97M-V def2-TZVPD def2/J DEFGRID3
* xyz 0 1
C 1.577 -0.001 -0.072
C 1.001 1.207 -0.523
C -0.383 1.240 -0.024
H 2.920 -1.204 0.828
H 3.510 0.238 -0.176
H 1.846 1.988 -0.817
H -2.316 1.499 0.459
H -2.551 -1.140 0.977
N 2.827 -0.606 -0.150
N -1.341 2.002 0.352
N -0.633 -0.215 0.306
O 0.790 -0.910 0.610
S -1.805 -1.065 -0.374
*
```

Calculated values
Kohn-Sham gap = 9.040 eV
calculated total energy = -754.8272 a.u.
SMILES = [H]/N=c1/cc(N)on1S
HOMO = -8.7 eV
molecular weight = 131.2 g/mol